(1)
A 4-piece molecular cluster, C15H39ClNO5P overall. Source: OMol25; level of theory: wB97M-V/def2-TZVPD.

* LUMO: 0.774 eV
* F_max: 0.31 eV/A
* highest occupied orbital energy: -9.217 eV
* Kohn-Sham gap: 0.3671 hartree
* structure (SMILES): C[C@H](O)COP(N)Cl.CCOCC.CCOCC.CCOCC
* calculated total energy: -1827.41845 Ha

```
! wB97M-V def2-TZVPD RIJCOSX def2/J DEFGRID3
* xyz 0 1
Cl 1.158 1.339 3.639
P 1.484 0.495 1.709
O -3.297 0.104 -0.559
O 2.933 -0.217 1.920
O 0.863 -3.692 3.493
O 4.996 0.427 3.900
O -1.853 3.193 -4.692
N 0.582 -0.924 1.826
C 1.086 -3.581 4.890
C -1.504 1.783 -0.314
C 1.831 -4.758 5.494
C 0.097 -4.807 3.065
C -4.304 1.221 -2.508
C 5.220 0.049 2.550
C -4.289 1.012 -1.004
C 0.041 4.625 -5.355
C -2.809 3.784 -5.555
C -2.883 3.144 -6.931
C -0.507 3.226 -5.134
C 5.403 -1.468 2.388
C 4.104 0.589 1.673
C -1.307 -4.851 3.640
C -1.957 0.447 -0.877
H -5.122 1.888 -2.784
H -4.189 1.976 -0.492
H -1.624 1.801 0.771
H -1.357 -0.355 -0.446
H 4.867 -1.856 1.522
H -1.851 -3.937 3.398
H -4.441 0.270 -3.027
H 0.049 -4.708 1.980
H -3.095 2.077 -6.845
H 1.262 -5.686 5.422
H 1.164 -1.721 2.075
H -0.479 5.149 -6.158
H 6.141 0.559 2.261
H -5.233 0.575 -0.676
H 0.141 -3.414 5.419
H -2.062 2.622 -0.731
H -3.762 3.655 -5.041
H 1.678 -2.672 5.003
H 2.019 -4.569 6.552
H 4.357 0.539 0.611
H -1.800 0.422 -1.962
H 4.160 0.030 4.180
H 2.788 -4.905 4.993
H -3.377 1.671 -2.868
H -1.954 3.262 -7.491
H 3.906 1.626 1.956
H 6.458 -1.726 2.293
H -1.850 -5.697 3.217
H -0.449 1.938 -0.545
H 5.023 -1.977 3.275
H 1.095 4.567 -5.629
H -1.305 -4.971 4.724
H -0.182 -0.872 2.489
H -0.048 5.220 -4.446
H 0.054 2.731 -4.341
H 0.628 -5.742 3.278
H -0.383 2.620 -6.039
H -3.679 3.610 -7.512
H -2.636 4.862 -5.644
*
```



(2)
C15H40AlIN3O4 as an isolated structure. Source: OMol25; level of theory: wB97M-V/def2-TZVPD.

* LUMO: 1.844 eV
* F_max: 0.72 eV/A
* highest occupied orbital energy: -4.115 eV
* Kohn-Sham gap: 0.2190 hartree
* calculated total energy: -1600.82887 Ha

```
! wB97M-V def2-TZVPD RIJCOSX def2/J DEFGRID3
* xyz -1 1
I -7.071 3.368 0.922
Al -8.752 2.885 -2.429
O 7.916 -2.934 -1.901
O 3.973 -1.024 -0.493
O -4.362 0.461 1.235
O -0.139 -1.380 1.099
N 6.827 -1.696 0.502
N -8.649 4.763 -2.406
N -1.418 1.135 1.880
C -6.063 2.566 -0.841
C -3.899 0.995 2.457
C -2.630 1.825 2.310
C -3.890 -0.820 0.883
C 8.205 -3.388 -0.584
C 5.650 -1.334 1.281
C 0.475 -0.995 -0.117
C 8.790 -1.931 -2.373
C -7.015 1.948 -1.846
C -0.926 0.130 2.807
C 0.259 -0.602 2.219
C -5.187 3.650 -1.451
C 4.365 -1.673 -1.687
C 7.031 -3.125 0.331
C 4.286 -1.702 0.710
H -1.590 0.696 0.983
H -1.684 -0.619 3.079
H -3.785 0.192 3.197
H -2.425 2.313 3.270
H 9.100 -2.888 -0.199
H 1.032 0.116 1.926
H -5.430 1.819 -0.367
H -4.690 1.660 2.813
H -4.656 -1.291 0.267
H 6.769 -1.262 -0.411
H 8.741 -1.024 -1.761
H 9.827 -2.281 -2.393
H 5.739 -1.792 2.272
H 8.483 -1.689 -3.389
H -8.840 5.156 -1.490
H 7.237 -3.572 1.308
H 3.529 -1.399 1.439
H -6.430 1.821 -2.768
H -2.962 -0.782 0.303
H 0.197 0.024 -0.407
H 5.668 -0.252 1.429
H -7.760 5.151 -2.702
H -9.982 2.376 -1.486
H -4.434 3.156 -2.075
H 3.666 -1.372 -2.467
H -2.836 2.618 1.589
H -7.288 0.944 -1.499
H -3.719 -1.441 1.769
H 0.681 -1.276 2.973
H -9.010 2.378 -3.970
H 5.373 -1.389 -2.003
H 8.403 -4.463 -0.626
H 0.127 -1.685 -0.884
H 4.177 -2.784 0.566
H 4.327 -2.761 -1.581
H -5.775 4.304 -2.094
H -4.667 4.246 -0.701
H 1.565 -1.057 -0.052
H -0.610 0.628 3.729
H 6.155 -3.641 -0.090
*
```



(3)
C15H40FLi2O5 as an isolated structure at a distorted geometry. Source: OMol25; level of theory: wB97M-V/def2-TZVPD.

* LUMO: -3.833 eV
* F_max: 1.89 eV/A
* highest occupied orbital energy: -12.133 eV
* Kohn-Sham gap: 0.3050 hartree
* calculated total energy: -1086.58915 Ha

```
! wB97M-V def2-TZVPD RIJCOSX def2/J DEFGRID3
* xyz 1 1
F -0.232 -0.862 -0.196
O 2.585 -1.823 -2.113
O -1.336 1.813 -1.207
O 1.287 1.440 0.531
O -3.432 -0.906 -1.163
O 0.348 -2.734 2.034
C 4.546 -0.550 -2.777
C -1.102 2.123 -3.574
C -1.083 -1.273 3.373
C -4.204 -1.109 0.050
C 3.610 1.955 0.720
C 3.194 -0.509 -2.056
C -1.241 2.819 -2.232
C 0.093 -2.253 3.351
C -3.760 -2.420 0.701
C 2.512 1.023 1.169
C -2.465 3.725 -2.167
C 2.234 0.470 -2.702
C -3.912 0.086 0.943
C -0.167 -3.445 4.229
C 2.311 1.099 2.673
Li -1.625 -0.285 -1.503
Li 0.516 -1.980 -1.578
H 0.188 -2.050 1.376
H 1.539 0.417 3.032
H -1.324 -1.009 4.401
H -2.582 4.272 -3.108
H -4.163 -2.526 1.709
H -2.381 4.490 -1.398
H -1.928 1.425 -3.742
H 0.668 -4.144 4.205
H -0.735 1.962 -0.466
H -3.786 -1.460 -1.867
H 3.609 2.885 1.296
H 0.944 -1.663 3.722
H -5.286 -1.164 -0.076
H -4.087 -3.271 0.098
H 2.714 -0.021 0.908
H -0.872 -0.384 2.774
H 5.058 -1.503 -2.633
H -3.372 3.125 -2.075
H -2.676 -2.474 0.831
H -4.132 1.011 0.410
H 3.179 -2.443 -2.545
H -1.033 -3.994 3.850
H -0.935 2.818 -4.391
H 1.276 0.402 -2.171
H -4.539 0.053 1.835
H 4.572 1.499 0.974
H 4.394 -0.395 -3.845
H 3.217 0.853 3.235
H -0.337 3.411 -2.064
H 3.528 2.245 -0.325
H 2.075 0.263 -3.761
H 3.362 -0.225 -1.021
H 2.021 2.113 2.956
H 2.609 1.484 -2.573
H 5.193 0.218 -2.357
H -2.884 0.090 1.311
H 0.761 0.637 0.391
H -0.386 -3.116 5.244
H -0.187 1.514 -3.555
H -1.957 -1.745 2.913
*
```



(4)
C15H42AlB2BeF2KN3O14PS2 as an isolated structure at a distorted geometry. Source: OMol25; level of theory: wB97M-V/def2-TZVPD.

* LUMO: -5.769 eV
* F_max: 4.80 eV/A
* highest occupied orbital energy: -7.217 eV
* Kohn-Sham gap: 0.0532 hartree
* calculated total energy: -4057.98753 Ha

```
! wB97M-V def2-TZVPD RIJCOSX def2/J DEFGRID3
* xyz 0 1
K -4.365 2.906 5.435
S 5.107 -5.312 -5.128
S 2.973 -3.781 -5.230
P -1.243 1.019 -1.573
Al -1.842 -0.436 -3.367
F 1.411 -4.105 -5.135
F 5.411 -4.705 -6.568
O 5.591 -6.660 -5.264
O -3.337 -3.355 -7.063
O 3.141 -2.862 -4.134
O 0.388 2.870 8.217
O 3.062 -3.227 -6.556
O 0.869 1.501 2.004
O -3.618 -2.657 -2.093
O 1.103 5.073 3.785
O 0.639 -1.335 -4.817
O 5.858 -4.457 -4.248
O 0.211 -2.776 -2.931
O 2.225 1.995 8.950
O 2.266 3.302 7.230
O -1.888 2.375 -1.891
N -1.106 1.442 4.282
N 1.636 2.732 8.144
N 3.537 -5.239 -5.029
C -0.900 0.394 3.199
C -1.352 3.355 2.609
C -1.821 -4.496 -8.505
C -4.999 -0.624 -3.015
C -0.690 2.849 3.872
C 1.017 -2.228 -1.879
C 1.049 0.967 5.660
C -2.226 -3.854 -7.209
C -2.580 1.468 4.556
C 2.381 5.394 3.602
C -0.462 1.081 5.630
C 0.490 0.283 2.598
C 2.276 1.754 2.012
C 3.157 5.042 4.910
C -1.214 -3.842 -6.106
B -3.600 -1.394 -2.750
B -0.180 -1.670 -3.707
Be -2.332 -1.422 -8.110
H 4.215 5.298 4.784
H 1.543 -3.016 -1.340
H 2.484 2.553 2.729
H 2.927 4.870 2.788
H -0.957 4.348 2.392
H -1.606 0.645 2.407
H -0.769 1.865 6.329
H 2.776 5.598 5.763
H -0.326 -3.291 -6.421
H -2.439 3.458 2.715
H 0.322 -1.682 -1.202
H -0.912 0.139 5.950
H -1.739 0.462 -0.346
H 2.861 0.872 2.278
H -1.576 -5.547 -8.338
H 0.686 -0.380 -4.803
H -0.943 -4.863 -5.835
H 2.613 6.458 3.402
H 3.096 3.978 5.141
H -2.886 0.494 4.943
H 0.387 2.875 3.779
H 1.747 -1.502 -2.273
H -1.194 -0.561 3.635
H 1.381 -0.018 5.332
H 0.451 -0.489 1.818
H -3.798 -3.371 -2.703
H -5.759 -1.254 -3.504
H 1.225 -0.058 3.324
H -4.854 0.276 -3.633
H -0.949 3.499 4.712
H 1.561 1.736 5.084
H 0.182 1.069 -1.552
H 2.573 2.097 1.022
H 1.383 1.065 6.694
H -1.645 -3.348 -5.234
H -2.645 -4.435 -9.215
H -0.955 -3.976 -8.923
H -3.119 1.678 3.625
H -1.153 2.730 1.741
H -2.141 0.372 -4.714
H -2.766 2.241 5.289
H -5.330 -0.250 -2.026
*
```